8
Properties=species:S:1:pos:R:3:forces:R:3:lowdin_charge:R:1 method="wB97M-V/def2-TZVPD" homo_lumo_gap_ev="10.966 / 7.449" charge=+2 multiplicity=7
H -1.364746 1.201996 -3.039088 0.2 0.3 -0.2 0.15
O 0.076242 -0.974248 -0.866676 -0.5 0.8 -0.8 -0.10
Fe -1.278483 0.202017 -1.734928 0.0 -0.9 0.4 1.44
O 0.885331 -0.901829 0.121340 0.1 -0.7 0.1 0.03
C 0.478315 -0.026495 1.193355 0.0 0.7 0.6 0.08
H 1.299224 -0.065297 1.912874 -0.1 0.0 -0.1 0.15
H 0.353841 0.985755 0.787505 0.1 -0.1 0.1 0.12
H -0.449724 -0.421899 1.625618 0.2 -0.1 -0.1 0.14

***

9
Properties=species:S:1:pos:R:3:forces:R:3:lowdin_charge:R:1 method="wB97M-V/def2-TZVPD" homo_lumo_gap_ev=7.919 charge=0 e_above_lowest_kj_mol=108.97
C 0.027089 -0.151559 0.166018 -1.2 -1.3 0.7 -0.27
N 1.120078 0.628259 -0.255970 2.9 -2.3 -1.4 -0.28
N 2.335260 0.030907 0.533103 -1.1 1.9 -2.0 -0.96
I 2.717936 -2.010202 0.058773 0.2 0.6 -0.1 0.62
I 3.841166 1.450414 -0.022886 -0.4 -1.0 0.3 0.61
H -0.051578 -0.110783 1.209237 -0.2 0.6 1.7 0.06
H -0.789179 0.346466 -0.248952 -1.9 0.6 -0.6 0.07
H -0.119436 -1.250689 0.029500 0.9 0.5 -1.0 0.05
H 1.184042 0.449329 -1.336641 0.6 0.5 2.4 0.12

***

9
Properties=species:S:1:pos:R:3:forces:R:3:lowdin_charge:R:1 method="wB97M-V/def2-TZVPD" homo_lumo_gap_ev="7.419 / 6.962" charge=0 e_above_lowest_kj_mol=304.14
C -1.062726 -0.356069 -0.858930 1.0 -0.5 -0.1 -0.06
N 0.551196 -1.525435 0.194827 1.9 -1.4 -1.2 -0.28
N -0.616781 -1.011455 0.134489 -1.4 0.5 0.2 -0.19
N 1.063672 1.347418 0.268372 0.2 0.3 -2.1 -0.58
I 2.359835 -0.036691 -0.137182 -1.3 0.0 0.3 1.13
H -0.441499 -0.168122 -1.738990 -0.2 0.5 0.2 0.07
H -2.113289 -0.282212 -0.831371 -1.0 0.6 -0.4 0.05
H 0.697238 -1.849415 1.114156 0.6 -0.1 1.4 0.01
H 1.297092 1.699102 1.160969 0.3 0.2 1.6 -0.15

***

8
Properties=species:S:1:pos:R:3:forces:R:3:lowdin_charge:R:1 method="wB97M-V/def2-TZVPD" homo_lumo_gap_ev=9.064 charge=0 e_above_lowest_kj_mol=86.59 smiles=CONI
C 0.360573 0.770544 0.727057 -2.3 0.9 -1.2 -0.13
O 0.437956 0.243664 -0.602137 0.6 -2.1 0.3 -0.36
N 0.052381 -1.164657 -0.566783 -0.6 1.8 0.7 -0.40
I -2.046273 -1.255967 -1.011251 0.4 0.0 0.2 0.66
H -0.767484 0.655092 0.930988 1.7 0.2 0.8 0.06
H 0.528876 1.839280 0.485812 0.1 -0.5 0.7 0.09
H 1.057217 0.390620 1.493026 -0.4 -0.2 -0.6 0.09
H 0.376754 -1.478576 -1.456713 0.6 -0.2 -0.8 -0.02

***

8
Properties=species:S:1:pos:R:3:forces:R:3:lowdin_charge:R:1 method="wB97M-V/def2-TZVPD" homo_lumo_gap_ev=9.392 charge=0 e_above_lowest_kj_mol=51.90 smiles=NOCI
N 0.927085 0.513813 0.736346 -1.2 0.3 -2.2 -0.05
O 0.689122 -0.372505 -0.392448 0.3 -0.5 0.8 -0.32
C -0.678697 -0.406395 -0.676164 0.8 1.3 1.8 -0.63
I -1.741923 -0.621068 1.189754 -0.8 -0.7 -0.2 0.73
H 1.635486 0.076190 1.316396 0.4 0.6 -0.7 0.09
H 1.040976 1.393116 0.199935 1.1 -0.5 1.5 0.10
H -0.871775 -1.152529 -1.394544 -0.3 -1.0 -0.6 0.05
H -1.000275 0.569377 -0.979274 -0.4 0.5 -0.5 0.03

***

8
Properties=species:S:1:pos:R:3:forces:R:3:lowdin_charge:R:1 method="wB97M-V/def2-TZVPD" homo_lumo_gap_ev="7.369 / 8.082" charge=0 e_above_lowest_kj_mol=345.13
C 1.732137 -0.599079 1.189644 2.4 -1.1 0.4 -0.12
O 0.924331 -0.678335 0.198023 2.1 -0.2 0.0 -0.64
P -0.528900 -0.428896 -0.352204 -1.1 0.4 -1.8 0.73
I -2.891726 2.509875 -1.290006 0.0 0.3 -0.1 0.35
H 1.325097 -0.482237 2.177579 0.0 0.1 0.4 0.06
H 2.823878 -0.957604 0.995645 -2.2 0.8 0.4 0.11
H 0.066657 -0.383592 -1.708754 -1.1 -0.1 0.7 -0.12
H -3.451474 1.019866 -1.209928 -0.1 -0.2 0.0 -0.36

***

8
Properties=species:S:1:pos:R:3:forces:R:3:lowdin_charge:R:1 method="wB97M-V/def2-TZVPD" homo_lumo_gap_ev=10.500 charge=0 e_above_lowest_kj_mol=418.54 smiles=C#[N+][O-].N
C -3.323361 0.278075 0.187892 -1.4 0.3 0.8 0.13
N -2.239532 0.000279 -0.050793 -1.8 0.3 -0.5 -0.25
O -1.178464 -0.186093 -0.467833 3.5 -0.7 -0.6 0.06
H -4.357647 0.134794 0.321020 -0.4 0.1 0.2 0.06
N 1.403770 0.954418 0.533959 0.5 -0.4 -0.7 0.02
H 0.740206 1.690894 0.479394 -0.3 0.7 -0.2 -0.01
H 2.352005 1.284651 0.430636 -0.1 0.2 0.1 0.01
H 1.291123 0.527452 1.419868 0.0 -0.5 0.9 -0.01

***

8
Properties=species:S:1:pos:R:3:forces:R:3:lowdin_charge:R:1 method="wB97M-V/def2-TZVPD" homo_lumo_gap_ev=10.627 charge=0 e_above_lowest_kj_mol=468.25 smiles=NN1CO1
N 1.219174 0.519387 -0.075734 1.8 1.2 -0.1 0.00
N 0.033546 0.467638 0.512518 -2.6 -0.5 1.5 -0.13
C -0.883978 -0.660176 0.283890 0.8 0.9 -0.5 -0.22
O -1.186155 0.461973 -0.451907 0.3 1.5 -0.9 -0.11
H 1.277770 0.021793 -0.953200 0.4 0.3 -0.3 0.08
H 1.741420 1.467831 0.048472 -1.7 -2.5 -0.7 0.15
H -0.495353 -1.455619 -0.378370 -0.2 -0.2 0.9 0.11
H -1.706426 -0.822828 1.014333 1.3 -0.6 0.0 0.12

***

8
Properties=species:S:1:pos:R:3:forces:R:3:lowdin_charge:R:1 method="wB97M-V/def2-TZVPD" homo_lumo_gap_ev=5.766 charge=0 e_above_lowest_kj_mol=839.97
N 1.366559 -0.545316 1.178854 -3.2 1.8 0.8 0.19
C 0.657994 0.339754 0.413244 8.0 4.8 0.1 -0.45
N -1.339739 0.119107 -0.728860 2.2 1.7 0.1 0.03
O 0.981265 1.421890 0.003494 -2.4 -1.6 0.0 0.13
H -0.121808 -0.325488 0.716558 -5.1 -3.1 -0.2 0.12
H 2.037334 -1.024968 0.657022 1.1 -1.6 -1.6 0.05
H -2.202655 0.610180 -0.848324 -0.9 0.4 1.4 -0.03
H -1.378950 -0.595160 -1.391986 0.2 -2.3 -0.6 -0.05

***

8
Properties=species:S:1:pos:R:3:forces:R:3:lowdin_charge:R:1 method="wB97M-V/def2-TZVPD" homo_lumo_gap_ev="9.740 / 8.856" charge=0 e_above_lowest_kj_mol=632.77
C -0.749003 -0.893282 -0.839464 4.1 0.6 -1.4 -0.03
N -1.057934 -0.655482 0.330034 -2.1 0.5 2.3 -0.15
N 1.322173 0.814241 0.563718 0.1 0.7 -0.6 0.09
O -0.659353 -0.113502 1.347508 -0.2 -0.7 0.0 -0.03
H 0.336276 -0.677538 -1.113887 -1.4 -0.3 0.1 0.09
H -1.397662 -1.305452 -1.549522 -1.1 -0.6 -0.5 0.05
H 0.398428 1.197975 0.300284 0.7 0.1 0.0 -0.02
H 1.807074 1.633040 0.961328 -0.1 -0.3 0.2 -0.01

***

9
Properties=species:S:1:pos:R:3:forces:R:3:lowdin_charge:R:1 method="wB97M-V/def2-TZVPD" homo_lumo_gap_ev=10.221 charge=0 e_above_lowest_kj_mol=384.73
H -1.041517 -1.554911 -0.419693 -0.9 0.4 -0.8 0.10
N -0.592740 -0.762257 0.013907 0.6 -0.5 1.8 0.10
N -1.347009 0.190629 0.267590 -2.6 0.9 -0.6 -0.25
O -2.474352 0.411839 -0.243996 0.5 -0.4 0.6 -0.05
H -1.146644 0.968752 0.975613 1.1 -1.5 -1.2 0.20
C 1.634857 0.151913 -0.179490 0.3 1.3 1.1 -0.17
O 1.058802 1.128466 0.205391 0.3 1.4 -0.2 -0.05
H 1.780864 -0.638337 0.498151 0.3 -1.6 0.8 0.06
H 2.127738 0.103904 -1.117475 0.4 -0.1 -1.5 0.07

***

9
Properties=species:S:1:pos:R:3:forces:R:3:lowdin_charge:R:1 method="wB97M-V/def2-TZVPD" homo_lumo_gap_ev=10.540 charge=0 e_above_lowest_kj_mol=364.57 smiles="NONC=O"
N 1.332373 0.815933 0.428686 -0.4 -1.9 -0.4 0.06
O 0.520458 0.531913 -0.768031 0.1 0.0 0.4 -0.19
N -0.281218 -0.560306 -0.521931 2.0 -3.8 -2.1 -0.07
C -1.431052 -0.426506 0.184418 -1.8 -0.8 1.1 -0.39
O -1.886841 0.633405 0.550553 0.4 -0.6 -0.1 0.02
H 2.176545 0.220728 0.297903 -0.5 1.2 0.0 0.09
H 1.493629 1.811164 0.412589 0.2 0.1 -0.4 0.08
H 0.060404 -1.567209 -1.080229 -1.4 4.1 2.5 0.24
H -1.984296 -1.459120 0.496044 1.4 1.9 -1.1 0.16

***

Which total energy belongs to each record? In order, -39554.4603; -20280.0682; -13666.9821; -12737.2042; -12737.5637; -20535.0995; -6126.1698; -6125.6546; -6121.8020; -6123.9495; -8172.6980; -8172.9070 eV.